# C3H9N4O

An isolated ion of composition C3H9N4O and charge +1 (the ωB97M-V functional and the def2-TZVPD basis, the Open Molecules 2025 dataset).

Each line ends with the Mulliken charge.
Positions of all 17 atoms, in Å:
H 2.89 1.36 -0.40  0.28
N 2.05 1.27 0.13  -0.43
C 1.38 0.28 0.04  0.34
N 1.27 -0.97 -0.54  -0.19
N -0.09 -1.46 -0.42  0.10
N -0.44 -1.26 0.95  -0.41
C -0.22 0.17 0.98  -0.30
C -1.20 1.03 0.18  -0.60
O -1.28 0.80 -1.24  -0.61
H 1.98 -1.50 -1.05  0.24
H -0.86 -0.98 -1.01  0.34
H -0.34 -2.40 -0.59  0.34
H 0.06 -1.65 1.72  0.34
H 0.02 0.67 1.89  0.44
H -1.04 2.13 0.22  0.45
H -2.26 0.97 0.74  0.32
H -1.92 1.52 -1.58  0.38

Results
Gap between HOMO and LUMO in hartree: 0.37218
F_max in eV Å⁻¹: 7.1
Energy above the lowest of the compared OMol25 structures with the same formula, charge and spin in eV: 5.2060
SMILES: [H]/N=C1\N[NH2+]N[C@@H]1CO
Total charge: +1
E_LUMO in eV: -3.24